# 1
11
Properties=species:S:1:pos:R:3:forces:R:3 method="wB97M-V/def2-TZVPD" charge=+2 homo_ev="-22.7 / -20.6" molar_mass_g_mol=63.08 spin_multiplicity=2 s_squared=0.77 relative_energy_ev=2.678 e_tot_ha=-226.19781 homo_lumo_gap_ev="12.86 / 4.32"
N 1.1592 -0.1052 -0.3143 -1.3 -0.7 0.2
C 0.4529 -0.8659 0.4759 -1.7 -1.2 -0.4
N -0.2096 -1.9135 -0.0618 0.4 1.3 3.3
H 0.9853 -0.5091 -1.1928 1.0 0.4 -2.5
H 1.3210 0.8670 -0.2301 0.9 1.2 0.5
H 0.2372 -0.7000 1.5408 0.8 0.0 -0.3
H -0.6069 -2.3408 0.7515 -0.9 -1.4 0.1
H -0.6199 -2.2486 -0.9275 0.7 0.3 -0.9
H -0.7224 3.0891 -0.6294 -0.1 -0.3 -0.1
H -1.0560 2.4984 0.7685 -0.1 -0.1 -0.3
O -0.9407 2.2286 -0.1807 0.3 0.5 0.4

# 2
55
Properties=species:S:1:pos:R:3:forces:R:3 method="wB97M-V/def2-TZVPD" charge=0 homo_ev=-7.9 molar_mass_g_mol=247.04 relative_energy_ev=8.190 e_tot_ha=-771.23553 homo_lumo_gap_ev=6.64
O 0.6785 1.2587 2.0030 -0.4 0.2 0.3
H 0.4007 1.2266 1.0847 -0.5 0.5 -1.9
H 0.3014 0.4646 2.3889 -0.4 -0.8 0.8
H 1.6354 1.1828 2.0163 1.6 0.1 0.0
N 3.4507 3.2277 -3.8753 -0.2 -0.7 0.3
H 4.0517 2.7404 -4.5246 0.4 -0.3 -0.2
H 3.2938 4.1723 -4.1964 -0.2 0.4 0.2
H 3.8031 3.1461 -2.9323 1.0 0.5 0.8
H 2.5992 2.6978 -3.7560 -1.2 -0.2 -0.5
B -0.6277 1.4473 -2.0750 0.1 0.1 0.2
H -0.6749 2.4391 -1.6527 0.1 4.2 1.9
H -1.2730 0.8024 -1.4988 -2.7 -2.7 2.2
H -0.9668 1.5410 -3.0950 -1.4 0.1 -4.0
H 0.3589 1.0109 -2.0555 4.4 -1.6 0.1
B 5.1068 1.7302 0.5551 -0.1 0.1 -0.1
H 6.1628 1.9248 0.6613 4.1 0.6 0.5
H 4.6371 2.6927 0.4239 -2.2 4.1 -0.1
H 4.9162 1.2326 -0.3832 -0.7 -2.5 -4.0
H 4.7292 1.1477 1.3811 -1.8 -2.3 3.5
C -2.4019 -4.7322 5.5202 -2.0 1.3 -0.3
C -2.9031 -3.6590 4.4341 0.0 -1.4 1.6
C -4.0437 -2.7369 4.8007 -0.5 -0.3 0.6
O -1.7919 -2.8448 4.2631 1.4 0.6 -0.7
H -1.5312 -5.3105 5.2111 -0.2 -0.1 -0.3
H -3.2432 -5.3550 5.8241 0.2 -0.4 -0.2
H -2.1363 -4.1767 6.4197 0.1 0.2 0.0
H -3.2024 -4.1742 3.5213 0.3 -0.2 -0.3
H -4.1553 -1.9808 4.0235 0.0 -0.1 -0.1
H -3.8979 -2.2146 5.7463 0.3 0.0 0.0
H -4.9863 -3.2750 4.9003 -0.1 -0.1 -0.2
H -1.0793 -3.4269 4.5370 0.6 0.5 -0.3
C -4.2662 5.6242 0.4232 -0.6 1.2 0.8
C -5.3054 4.9110 -0.3724 0.5 0.0 -1.1
C -5.2973 5.4089 -1.8199 -0.1 0.3 -0.3
O -5.0283 3.5501 -0.3605 -0.4 -1.7 0.2
H -4.6004 6.6614 0.3970 0.6 0.4 0.1
H -3.2578 5.5216 0.0223 -0.1 0.0 -0.1
H -4.3000 5.3328 1.4729 0.2 -0.2 0.0
H -6.2893 5.0134 0.0853 -0.1 0.1 -0.1
H -4.3251 5.2706 -2.2929 0.3 -0.2 0.3
H -5.4680 6.4824 -1.9012 -0.3 0.1 0.1
H -5.9955 4.8729 -2.4629 -0.2 0.0 0.2
H -4.1368 3.4001 -0.6836 0.2 0.0 -0.1
C 4.8677 -3.9038 -3.5212 0.5 0.2 -0.8
C 3.8636 -4.2877 -2.4554 0.1 0.8 -0.4
C 3.7629 -5.7974 -2.3962 0.9 -0.2 0.5
O 4.2857 -3.7299 -1.2316 0.5 -0.5 1.1
H 5.0818 -2.8351 -3.5338 -0.3 0.2 0.0
H 4.5566 -4.1838 -4.5276 -0.2 0.0 0.0
H 5.8414 -4.3702 -3.3719 -0.1 -0.2 0.3
H 2.9334 -3.7496 -2.6386 -0.5 -0.6 -0.6
H 4.7730 -6.1832 -2.5342 0.2 0.0 -0.4
H 3.1486 -6.2117 -3.1957 -0.2 0.0 0.3
H 3.5746 -6.2129 -1.4062 -0.9 0.3 0.0
H 4.3705 -2.7831 -1.3657 0.1 0.1 0.1

# 3
30
Properties=species:S:1:pos:R:3:forces:R:3 method="wB97M-V/def2-TZVPD" charge=-2 homo_ev=-2.9 molar_mass_g_mol=438.61 relative_energy_ev=0.000 e_tot_ha=-1815.03602 homo_lumo_gap_ev=8.56
Cd -21.3252 39.4052 9.1840 -0.3 0.2 0.1
C -20.6306 36.1137 11.7529 0.5 0.5 0.4
C -20.8708 37.2599 10.7715 0.2 -0.1 -0.1
O -20.3687 37.1823 9.6273 -0.1 -0.2 0.2
O -21.5283 38.2489 11.1846 -0.1 0.0 0.2
H -21.0950 35.1811 11.4460 -0.1 0.0 -0.1
H -20.9666 36.4164 12.7462 -0.2 -0.2 -0.1
H -19.5467 35.9748 11.8195 -0.1 -0.2 -0.1
C -23.9313 38.1601 6.1944 -0.1 -0.3 -0.2
C -22.9157 38.4825 7.2815 0.7 0.6 -0.4
O -21.6979 38.6186 6.9737 -0.8 -0.4 -0.2
O -23.3544 38.7057 8.4340 -0.6 -0.3 0.1
H -24.9439 38.3124 6.5657 0.0 0.0 0.0
H -23.8393 37.1226 5.8592 0.1 0.0 0.1
H -23.7562 38.7920 5.3237 0.1 0.0 0.0
C -22.7353 43.4277 8.9633 0.0 -0.1 0.0
C -22.1276 42.0297 9.0575 -0.2 -0.3 -0.3
O -21.4053 41.6125 8.1234 -0.2 0.3 0.1
O -22.4780 41.3283 10.0425 0.2 0.1 0.2
H -23.0164 43.7695 9.9574 0.0 0.1 0.0
H -23.6464 43.3461 8.3627 0.0 0.0 0.0
H -22.0703 44.1327 8.4656 0.1 0.0 0.1
C -17.2968 39.8957 7.7427 0.3 -0.1 -0.4
F -18.1576 40.0422 6.7241 0.3 -0.1 0.2
F -17.0421 38.5794 7.9011 -0.1 0.4 -0.2
F -16.1181 40.4767 7.3621 -0.4 -0.3 0.1
S -17.9211 40.6532 9.2888 -0.2 0.1 -0.3
O -16.9922 40.1680 10.2688 0.4 -0.2 0.5
O -17.8528 42.0606 8.9998 -0.1 0.2 0.0
O -19.2511 40.0809 9.3783 0.8 0.2 0.3

# 4
117
Properties=species:S:1:pos:R:3:forces:R:3 method="wB97M-V/def2-TZVPD" charge=0 homo_ev=-8.7 molar_mass_g_mol=722.93 e_tot_ha=-2448.90098 homo_lumo_gap_ev=9.26 smiles="CCOCCCCC[C@@](C#N)(CC(C)C)[C@@](C)(F)C#N.CCOC(C)=O.CCOC(C)=O.CCOC(C)=O.CCOC(C)=O.CCOC(C)=O"
C 0.1723 -0.8633 4.9222 -0.6 -0.9 -0.3
C -0.2488 -2.1805 4.2268 0.5 0.5 0.2
O -1.1224 -1.9531 3.1404 0.1 0.2 0.0
C -2.3944 -1.4834 3.5530 -0.1 -0.5 -0.5
C -3.2164 -1.2951 2.2856 0.0 0.5 0.0
C -2.9136 0.0801 1.6198 -0.1 -0.9 0.2
C -2.6793 -0.0289 0.1086 -0.4 0.4 0.2
C -1.9568 1.1837 -0.4987 -0.3 -0.6 -0.4
C -0.4112 1.1937 -0.4637 -0.1 0.5 -0.1
C 0.1647 0.5400 0.7266 0.0 -0.1 -0.1
N 0.7070 0.0369 1.6045 -0.1 0.1 0.0
C 0.2324 0.5673 -1.7240 0.0 -0.6 0.3
C -0.3019 -0.7998 -2.1677 0.5 -0.2 -0.8
C 0.1474 -1.9639 -1.2778 -0.5 0.1 -0.1
C 0.2793 -1.0628 -3.5738 0.5 0.1 0.6
C 0.0487 2.6801 -0.3666 -0.2 -0.1 0.9
C -0.3992 3.3798 0.9267 -0.5 0.3 -0.1
F 1.4384 2.6824 -0.3768 0.0 0.1 -0.3
C -0.4324 3.4502 -1.5364 0.8 -0.1 -0.4
N -0.6207 4.0523 -2.4962 -0.3 0.0 0.2
H 1.2207 -0.9041 5.2126 0.0 0.1 0.2
H -0.4740 -0.6929 5.7785 0.2 0.3 0.1
H 0.0211 -0.0658 4.1994 0.2 0.2 0.1
H -0.7301 -2.8690 4.9335 0.1 0.0 0.0
H 0.6457 -2.6603 3.8292 -0.2 -0.1 -0.2
H -2.8335 -2.2246 4.2206 -0.1 0.0 0.1
H -2.3504 -0.5265 4.0847 0.2 -0.1 0.2
H -2.9825 -2.0979 1.5845 0.0 -0.1 0.1
H -4.2768 -1.3799 2.5364 0.0 0.0 -0.1
H -2.0446 0.4936 2.1348 0.0 0.1 -0.1
H -3.7746 0.7246 1.8105 0.2 0.3 0.0
H -2.2155 -0.9793 -0.1483 0.3 0.1 0.0
H -3.6687 -0.0543 -0.3607 0.1 -0.1 -0.1
H -2.3854 2.0770 -0.0409 0.2 0.1 0.1
H -2.2266 1.2255 -1.5576 0.1 0.2 0.0
H 1.2956 0.4372 -1.5073 0.0 0.1 -0.1
H 0.1632 1.2528 -2.5712 -0.2 0.2 0.2
H -1.3869 -0.7929 -2.3035 -0.1 0.1 0.4
H 1.2364 -2.0310 -1.2937 0.0 0.0 0.1
H -0.2536 -2.8901 -1.6923 0.1 -0.1 0.0
H -0.1901 -1.8881 -0.2444 0.1 0.0 0.0
H 0.0629 -2.0746 -3.9110 -0.2 0.1 -0.2
H -0.0188 -0.3027 -4.2974 -0.2 -0.1 -0.1
H 1.3713 -1.0092 -3.4851 0.0 0.0 -0.1
H -0.7301 2.6861 1.6974 0.2 -0.1 0.0
H -1.2338 4.0527 0.7220 0.0 -0.1 0.0
H 0.4081 4.0035 1.3040 0.1 -0.1 0.0
O 1.8239 -4.9102 -3.6666 0.0 0.0 0.0
C 2.2165 -4.5354 -4.7386 0.1 -0.2 -0.1
O 1.4684 -3.6657 -5.4361 -0.1 0.2 0.2
C 1.9234 -2.9924 -6.6192 0.0 -0.1 -0.3
C 1.6852 -3.8260 -7.8590 0.0 -0.3 0.0
C 3.4858 -5.0767 -5.3549 0.3 0.3 0.1
H 2.9652 -2.6875 -6.5177 0.0 0.0 0.0
H 1.3366 -2.0781 -6.6715 0.0 0.0 0.1
H 2.2509 -4.7594 -7.8325 0.0 0.0 0.0
H 1.9755 -3.2695 -8.7443 0.0 0.0 0.0
H 0.6294 -4.0897 -7.9383 0.0 0.1 0.0
H 3.2482 -5.9920 -5.8953 0.0 0.0 0.0
H 4.1780 -5.3124 -4.5505 -0.1 -0.1 0.0
H 3.9835 -4.3818 -6.0271 -0.1 -0.1 -0.1
O -4.1638 -1.4261 5.9369 -0.1 0.0 0.2
C -5.3314 -1.6433 6.1043 -0.1 0.2 -0.1
O -5.8017 -2.8823 5.8585 0.2 -0.2 0.1
C -7.1232 -3.3017 6.2052 -0.2 0.0 0.0
C -8.1256 -2.9659 5.1207 0.1 0.1 -0.1
C -6.2967 -0.5484 6.4969 0.0 -0.1 0.4
H -7.4148 -2.8983 7.1761 0.0 0.0 0.0
H -7.0544 -4.3820 6.3233 0.1 0.0 0.0
H -8.2092 -1.8893 4.9704 0.0 0.0 0.1
H -9.1111 -3.3539 5.3801 0.0 0.0 0.0
H -7.8147 -3.4060 4.1732 0.0 0.0 0.0
H -6.6394 -0.0443 5.5939 0.0 0.0 0.0
H -5.7607 0.1662 7.1161 0.1 0.0 -0.1
H -7.1579 -0.8953 7.0631 -0.1 0.0 -0.1
O 7.3014 3.5908 3.1155 0.0 0.0 0.0
C 6.1572 3.2275 3.1363 -0.1 0.2 -0.1
O 5.8610 1.9704 2.7676 0.2 -0.1 0.1
C 4.5621 1.3902 2.9549 -0.2 0.0 -0.1
C 3.6246 1.6993 1.8097 0.1 0.2 0.0
C 5.0327 4.1760 3.4909 0.0 -0.1 0.4
H 4.1454 1.6893 3.9180 0.0 0.0 0.0
H 4.7375 0.3173 3.0111 0.1 0.0 0.0
H 3.4380 2.7705 1.7204 0.0 0.0 0.0
H 2.6710 1.1955 1.9571 0.1 0.0 0.0
H 4.0556 1.3653 0.8653 0.0 -0.1 0.0
H 4.7256 4.7046 2.5895 0.0 0.0 0.0
H 5.4141 4.8973 4.2099 0.1 0.1 -0.1
H 4.1660 3.6912 3.9345 0.0 0.0 -0.2
O -0.4738 1.7993 6.0571 -0.1 0.3 0.0
C 0.1615 2.7142 6.4979 0.1 -0.2 0.2
O 0.8911 3.4700 5.6471 -0.1 0.1 -0.2
C 1.5260 4.6901 6.0348 0.2 0.1 0.1
C 2.9009 4.4508 6.6241 0.0 -0.1 0.1
C 0.2391 2.9896 7.9822 -0.2 0.3 0.0
H 0.8849 5.2641 6.7054 0.0 0.0 0.0
H 1.6137 5.2678 5.1155 0.0 -0.1 -0.1
H 2.8480 3.8646 7.5416 0.0 0.1 0.0
H 3.3889 5.3993 6.8503 0.0 0.0 0.0
H 3.5215 3.8984 5.9184 0.0 0.1 0.1
H 1.0362 2.3818 8.4088 0.0 0.0 0.0
H -0.7061 2.6925 8.4290 0.0 -0.2 0.0
H 0.4095 4.0337 8.2343 0.1 0.0 0.0
O 2.2864 -0.9736 -8.9571 0.0 0.1 0.0
C 1.8205 -0.4959 -9.9564 0.2 0.2 -0.1
O 1.2383 -1.3154 -10.8502 -0.1 -0.2 0.1
C 0.4823 -0.8447 -11.9705 0.0 0.1 -0.2
C 1.3644 -0.5579 -13.1672 0.1 0.0 0.1
C 1.9467 0.9761 -10.2682 -0.4 0.1 0.1
H -0.1270 0.0153 -11.6903 0.0 0.0 0.0
H -0.2075 -1.6539 -12.2042 0.0 -0.1 0.1
H 2.0754 0.2421 -12.9600 -0.1 0.0 0.0
H 0.7578 -0.2644 -14.0241 0.0 0.0 0.0
H 1.9381 -1.4458 -13.4326 0.0 0.0 0.0
H 2.8980 1.1453 -10.7712 0.0 0.0 0.0
H 1.9446 1.5219 -9.3283 0.1 -0.1 0.0
H 1.1406 1.3719 -10.8810 0.1 0.0 -0.1

# 5
9
Properties=species:S:1:pos:R:3:forces:R:3 method="wB97M-V/def2-TZVPD" charge=0 homo_ev=-9.0 molar_mass_g_mol=160.99 relative_energy_ev=2.043 e_tot_ha=-1737.89232 homo_lumo_gap_ev=8.32
C -0.7982 -1.3540 0.9917 1.5 -0.4 -0.7
C -0.4125 -0.8397 -0.1668 1.3 1.3 -0.9
P 0.5771 1.3199 -0.4995 2.5 -3.3 2.4
S 2.1845 1.7668 0.7037 -2.5 -0.7 -1.8
Cl 1.0333 1.2158 -2.4832 -0.2 0.0 0.3
Cl -0.8737 2.5988 -0.3743 -1.2 0.9 0.0
H -1.0886 -2.4357 1.0531 0.1 1.2 -0.1
H -0.4078 -0.8607 1.8691 -0.9 0.2 0.6
H -0.2140 -1.4111 -1.0937 -0.7 0.8 0.3